# C6H28F2N6O7PS2Ti

A structure of composition C6H28F2N6O7PS2Ti at a distorted geometry (ωB97M-V/def2-TZVPD, OMol25).

Its energy relative to the best compared isomer or geometry (same formula, charge and spin) is 0.000 eV. For the orbital gap (alpha / beta), the calculation gives 4.7112 / 8.7667 eV. The LUMO energy (alpha / beta) is -0.008 / -0.010 Eh. Its expectation value of S² is 3.754. The largest force on an atom comes out at 0.0612 hartree/bohr. The multiplicity is 4.

CARTESIAN COORDINATES (ANGSTROEM)
Ti -0.1586 -1.9070 -0.3686
N 1.1214 -4.5963 1.3335
H 1.3377 -4.6815 2.3229
H 1.6089 -3.6851 0.9775
H 0.1168 -4.2381 1.3017
H 1.2990 -5.4285 0.7875
N -3.2496 -3.4167 -0.1136
H -2.4920 -3.4672 0.6444
H -3.9447 -2.7073 0.1017
H -3.6688 -4.3085 -0.3602
H -2.6384 -3.0683 -0.9309
N -1.4881 -2.6079 -1.9568
S -1.9522 -1.6425 -3.2880
O -2.9761 -2.0979 -4.1961
O -0.9748 -0.6882 -3.7506
F -2.8208 -0.6712 -2.2742
S -0.7350 -3.6228 -2.9798
O 0.4995 -3.2248 -3.6242
O -1.5217 -4.6950 -3.5363
F -0.0203 -4.4079 -1.6047
O -1.1302 -3.1161 1.2744
H -1.3396 -3.1273 2.2100
O 1.7868 -2.3147 0.3343
H 2.6015 -2.0333 -0.0844
O -0.1043 0.5129 1.1157
P 0.4254 1.8751 0.8438
N 1.9311 2.1102 1.4563
C 2.3551 3.3257 2.1328
C 2.9693 1.2232 0.9614
N -0.4493 3.0909 1.4740
C -0.8002 2.9850 2.8757
C -1.1615 4.0882 0.6942
N 0.5647 2.1544 -0.7717
C -0.0246 1.2419 -1.7351
C 1.1370 3.3624 -1.3348
H 1.6440 4.1367 2.0143
H 3.2883 3.6648 1.6678
H 2.5537 3.1534 3.1944
H 2.7008 0.1986 1.2256
H 3.9547 1.5296 1.2951
H 3.0079 1.2507 -0.1402
H -0.2830 3.7169 3.5116
H -1.8745 3.1325 3.0030
H -0.5236 2.0018 3.2585
H -1.8329 3.6242 -0.0343
H -1.7522 4.7198 1.3523
H -0.4662 4.7305 0.1553
H -0.5576 0.4732 -1.1873
H -0.6242 1.6974 -2.5206
H 0.7646 0.6770 -2.2590
H 1.7160 3.9113 -0.5891
H 0.3538 4.0225 -1.7232
H 1.8270 3.1433 -2.1559

---

# C46H54CsO5PSSe

A structure of composition C46H54CsO5PSSe (ωB97M-V/def2-TZVPD, OMol25).

Its energy relative to the best compared isomer or geometry (same formula, charge and spin) is 0.000 eV. For the orbital gap, the calculation gives 5.6921 eV. The charge is -2. The LUMO energy is 0.142 Eh. The largest force on an atom comes out at 0.0068 hartree/bohr.

CARTESIAN COORDINATES (ANGSTROEM)
Cs 0.1892 0.6641 -2.8217
C -0.1056 -3.4250 4.7117
C -1.0606 -4.0744 3.7097
C -2.4603 -4.1195 4.3419
C -0.5787 -5.5135 3.4703
C -1.1078 -3.3120 2.3880
C -0.4350 -2.1217 2.1671
C -0.4842 -1.4558 0.9490
Se 0.4285 0.2388 0.8250
C 2.2854 -0.2128 1.0342
C 2.7666 -0.4843 2.3093
C 4.0984 -0.7867 2.5448
C 4.9476 -0.7747 1.4281
C 4.5330 -0.4780 0.1461
C 3.1346 -0.1827 -0.1175
O 2.7069 0.0858 -1.2852
C 5.5107 -0.4656 -1.0336
C 5.0445 -1.4509 -2.1167
C 6.9330 -0.8677 -0.6302
C 5.5792 0.9569 -1.6120
C 4.6565 -1.1247 3.9257
C 5.7928 -0.1585 4.2950
C 3.5890 -1.0288 5.0163
C 5.2078 -2.5592 3.9270
C -1.2439 -1.9412 -0.1616
O -1.2884 -1.3545 -1.2923
C -1.9850 -3.1623 0.0995
C -1.8851 -3.7892 1.3259
C -2.8485 -3.7494 -1.0214
C -3.9153 -2.7283 -1.4429
C -3.5799 -5.0256 -0.5957
C -1.9697 -4.1023 -2.2311
H -0.0851 -4.0107 5.6357
H -0.4171 -2.4090 4.9622
H 0.9102 -3.3790 4.3136
H -2.4468 -4.6799 5.2834
H -3.1783 -4.5947 3.6712
H -2.8136 -3.1062 4.5445
H -0.5489 -6.0760 4.4099
H 0.4233 -5.5060 3.0369
H -1.2376 -6.0410 2.7789
H 0.1569 -1.6757 2.9554
H 2.0616 -0.4422 3.1297
H 5.9937 -1.0074 1.5895
H 5.0583 -2.4711 -1.7235
H 5.7126 -1.4073 -2.9846
H 4.0323 -1.2028 -2.4265
H 6.9737 -1.8992 -0.2710
H 7.3344 -0.2149 0.1493
H 7.5879 -0.7922 -1.5028
H 4.5978 1.2573 -1.9726
H 6.3049 1.0055 -2.4314
H 5.8970 1.6568 -0.8339
H 5.4216 0.8682 4.3175
H 6.6045 -0.2030 3.5673
H 6.2054 -0.4027 5.2802
H 3.1746 -0.0204 5.0776
H 4.0301 -1.2760 5.9867
H 2.7661 -1.7218 4.8323
H 5.9910 -2.6775 3.1761
H 4.4107 -3.2671 3.6911
H 5.6280 -2.8177 4.9056
H -2.4426 -4.7061 1.4825
H -4.5811 -2.5167 -0.6006
H -4.5212 -3.1227 -2.2662
H -3.4421 -1.8017 -1.7605
H -4.2526 -4.8457 0.2470
H -2.8814 -5.8189 -0.3170
H -4.1814 -5.3873 -1.4346
H -1.4341 -3.2183 -2.5699
H -2.5881 -4.4883 -3.0491
H -1.2433 -4.8722 -1.9561
O -1.5435 1.7151 -5.0346
S -1.0040 2.9638 -5.5598
O 0.1612 3.4144 -4.8120
O -0.8510 2.9909 -7.0029
C -2.2836 4.1903 -5.2240
C -2.8862 4.8130 -6.3120
C -3.8654 5.7750 -6.1209
C -4.2446 6.1252 -4.8329
C -3.6434 5.5070 -3.7492
C -2.6632 4.5279 -3.9206
P -1.8679 3.7255 -2.4585
C -1.9111 5.1591 -1.3069
C -2.7657 5.2815 -0.2160
C -2.6987 6.3951 0.6128
C -1.7818 7.4039 0.3562
C -0.9209 7.2878 -0.7291
C -0.9791 6.1708 -1.5466
C -3.1941 2.6516 -1.7953
C -2.7972 1.7396 -0.8143
C -3.7006 0.8475 -0.2594
C -5.0220 0.8575 -0.6840
C -5.4269 1.7479 -1.6682
C -4.5190 2.6392 -2.2250
H -2.5589 4.5292 -7.3023
H -4.3239 6.2559 -6.9771
H -5.0038 6.8812 -4.6687
H -3.9347 5.7950 -2.7453
H -3.4855 4.4980 -0.0113
H -3.3671 6.4719 1.4622
H -1.7288 8.2716 1.0025
H -0.1929 8.0645 -0.9303
H -0.2952 6.0704 -2.3831
H -1.7630 1.7070 -0.4871
H -3.3544 0.1210 0.4660
H -5.7275 0.1455 -0.2741
H -6.4527 1.7388 -2.0183
H -4.8395 3.3160 -3.0066

---

# C4H11BCeClF4Ho

A structure of composition C4H11BCeClF4Ho at a distorted geometry (ωB97M-V/def2-TZVPD, OMol25).

For the orbital gap (alpha / beta), the calculation gives 5.8607 / 5.8767 eV. The charge is -1. The LUMO energy (alpha / beta) is 0.086 / 0.085 Eh. Its expectation value of S² is 8.756. The largest force on an atom comes out at 0.0499 hartree/bohr. The multiplicity is 6.

CARTESIAN COORDINATES (ANGSTROEM)
Ho 0.0991 0.6133 -2.2133
Cl 0.5579 -1.2797 -0.5713
C 2.1638 1.6338 -2.4295
C -1.0335 -0.7992 -3.6821
H 2.3207 2.1327 -3.4053
H 2.1721 2.4218 -1.6588
H 3.0343 0.9885 -2.2380
H -1.0795 -0.4510 -4.7282
H -2.0700 -0.8964 -3.3294
H -0.6183 -1.8172 -3.6953
Ce -0.3779 0.5399 1.3660
C -2.2178 -0.6468 1.9520
C -1.0145 1.7867 -0.5395
H -3.1196 -0.2111 1.5082
H -1.9667 -1.6217 1.5114
H -2.2639 -0.6676 3.0491
H -2.0797 1.4137 -0.4968
H -1.1019 2.7421 0.0535
F 1.2540 -0.0321 2.5418
B 1.8227 -1.4166 4.1960
F 0.7971 -1.0816 5.0051
F 1.7056 -2.5289 3.4482
F 3.0159 -0.8226 4.3561

---

# C14H17NO4

An isolated molecule of C14H17NO4 (ωB97M-V/def2-TZVPD, OMol25).

Its energy relative to the best compared isomer or geometry (same formula, charge and spin) is 1.561 eV. For the orbital gap, the calculation gives 9.3535 eV. The LUMO energy is 0.006 Eh. The largest force on an atom comes out at 0.0117 hartree/bohr. Its SMILES is O=Cc1ccc(OCC(=O)NC[C@H]2CCCO2)cc1.

CARTESIAN COORDINATES (ANGSTROEM)
O 0.3161 -2.9820 5.4339
C -0.2605 -3.1666 4.3911
C 0.1742 -2.6748 3.0835
C 1.3564 -1.9359 2.9698
C 1.7700 -1.4675 1.7466
C 1.0108 -1.7263 0.6000
O 1.5016 -1.2058 -0.5571
C 0.8248 -1.4761 -1.7657
C -0.5404 -0.7803 -1.8933
O -1.3963 -1.1916 -2.6442
N -0.6575 0.3042 -1.1094
C -1.8140 1.1637 -1.1083
C -1.4611 2.6511 -1.3042
C -0.4002 3.1547 -0.3076
C 0.9140 3.0999 -1.1016
C 0.4678 2.8039 -2.5468
O -0.9395 2.9248 -2.5846
C -0.1705 -2.4589 0.7040
C -0.5767 -2.9280 1.9374
H -1.2041 -3.7481 4.3569
H 1.9324 -1.7449 3.8624
H 2.6813 -0.8999 1.6403
H 1.4778 -1.0889 -2.5544
H 0.6938 -2.5516 -1.9281
H 0.1193 0.5591 -0.5185
H -2.3603 1.0562 -0.1633
H -2.4525 0.8312 -1.9303
H -2.3978 3.2134 -1.2267
H -0.6276 4.1809 -0.0225
H -0.3759 2.5505 0.5979
H 1.5850 2.3234 -0.7350
H 1.4423 4.0497 -1.0459
H 0.8680 3.5194 -3.2682
H 0.7701 1.7950 -2.8574
H -0.7781 -2.6582 -0.1645
H -1.4927 -3.4956 2.0139